# 1
The following is a quantum chemistry calculation of a molecular structure, C26H22N4O3S4Ti at a distorted geometry, from the OMol25 dataset.

Element x y z (Å)
Ti: 1.747 -0.139 -0.820
N: 3.720 -2.873 1.810
C: 3.188 -1.713 1.373
S: 4.090 -0.729 0.254
N: 2.009 -1.364 1.847
N: 1.708 -0.138 1.295
C: 1.406 0.885 1.998
C: 1.227 0.857 3.463
C: 0.364 -0.078 4.029
C: 0.182 -0.110 5.401
C: 0.874 0.777 6.216
C: 1.748 1.698 5.657
C: 1.920 1.743 4.282
C: 1.375 2.131 1.207
C: 0.917 3.332 1.708
C: 0.974 4.457 0.900
C: 1.491 4.340 -0.375
C: 1.907 3.092 -0.813
N: 1.866 2.006 -0.044
H: 4.486 -3.260 1.290
H: 3.129 -3.494 2.337
H: -0.152 -0.780 3.388
H: -0.494 -0.833 5.837
H: 0.735 0.746 7.289
H: 2.299 2.380 6.291
H: 2.611 2.454 3.845
H: 0.501 3.376 2.704
H: 0.608 5.408 1.263
H: 1.555 5.187 -1.042
H: 2.273 2.953 -1.820
S: 2.010 -2.307 -1.676
C: 1.626 -1.825 -3.322
C: 1.011 -2.719 -4.203
C: 0.757 -2.355 -5.511
C: 1.097 -1.082 -5.963
C: 1.692 -0.182 -5.102
C: 1.973 -0.547 -3.785
S: 2.770 0.617 -2.717
H: 0.736 -3.702 -3.843
H: 0.288 -3.062 -6.182
H: 0.891 -0.794 -6.985
H: 1.944 0.816 -5.436
C: -6.156 -2.465 -0.420
C: -4.930 -1.630 -0.667
C: -4.549 -1.279 -1.957
C: -3.417 -0.510 -2.186
C: -2.660 -0.089 -1.106
C: -3.022 -0.421 0.193
C: -4.152 -1.188 0.403
S: -1.204 0.859 -1.389
O: -0.999 1.714 -0.243
O: -1.299 1.465 -2.683
O: -0.114 -0.227 -1.389
H: -6.663 -2.710 -1.352
H: -6.864 -1.937 0.222
H: -5.896 -3.399 0.080
H: -5.147 -1.610 -2.798
H: -3.121 -0.230 -3.187
H: -2.425 -0.066 1.023
H: -4.442 -1.448 1.415

Values from the calculation:
Calculated total energy, hartree: -3891.0837
Kohn-Sham gap, eV: 6.55
LUMO energy, eV: -1.0
Charge: 0
Energy relative to the best compared isomer or geometry (same formula, charge and spin), kcal/mol: 21.8
M, g mol⁻¹: 614.6

Mulliken atomic charge list, values in e, 2 entries:
1. Ti 0.4403
2. N -0.4305

=====

# 2
The following is a quantum chemistry calculation of a molecular structure, C26H23AsIN3PS4Tc, from the OMol25 dataset.

Element x y z (Å)
Tc: 0.234 0.176 2.213
C: 0.382 1.917 3.664
C: 1.002 2.410 2.475
C: 2.165 1.652 2.230
C: 2.270 0.676 3.254
C: 1.191 0.860 4.162
H: -0.464 2.354 4.168
H: 0.642 3.246 1.898
H: 2.855 1.783 1.412
H: 3.081 -0.027 3.362
H: 1.029 0.342 5.095
S: -6.366 1.333 4.013
As: -4.952 0.286 3.041
S: -2.891 1.151 3.494
S: -1.711 -0.503 3.113
S: -4.903 -1.182 1.641
I: -0.084 -5.924 1.139
C: 0.441 -4.119 1.982
C: 1.298 -3.895 3.038
N: 1.354 -2.566 3.231
N: 0.569 -1.914 2.355
C: -0.001 -2.851 1.598
H: 1.859 -4.577 3.656
H: 1.863 -2.067 3.947
H: -0.695 -2.580 0.818
N: 0.008 0.310 0.515
P: 0.024 0.408 -1.150
C: 1.284 1.546 -1.692
C: 2.239 1.173 -2.636
C: 3.165 2.110 -3.072
C: 3.136 3.403 -2.570
C: 2.174 3.778 -1.636
C: 1.243 2.853 -1.199
C: -1.597 0.947 -1.645
C: -2.699 0.723 -0.819
C: -3.957 1.097 -1.260
C: -4.111 1.683 -2.511
C: -3.011 1.901 -3.331
C: -1.746 1.537 -2.901
C: 0.376 -1.272 -1.636
C: -0.567 -1.998 -2.361
C: -0.291 -3.313 -2.707
C: 0.911 -3.893 -2.328
C: 1.849 -3.168 -1.599
C: 1.587 -1.856 -1.250
H: 2.260 0.167 -3.033
H: 3.905 1.830 -3.810
H: 3.858 4.130 -2.916
H: 2.144 4.794 -1.267
H: 0.467 3.149 -0.502
H: -2.584 0.257 0.153
H: -4.818 0.925 -0.628
H: -5.097 1.973 -2.850
H: -3.138 2.360 -4.303
H: -0.884 1.718 -3.534
H: -1.506 -1.543 -2.650
H: -1.015 -3.881 -3.275
H: 1.123 -4.918 -2.603
H: 2.785 -3.628 -1.311
H: 2.315 -1.287 -0.682

Values from the calculation:
Calculated total energy, hartree: -5716.7025
Kohn-Sham gap, eV: 6.54
LUMO energy, eV: -7.4
Charge: +2
Energy relative to the best compared isomer or geometry (same formula, charge and spin), kcal/mol: 44.6
M, g mol⁻¹: 836.6

Mulliken atomic charge list, values in e, 2 entries:
1. Tc 0.9240
2. C -0.7067

=====

# 3
The following is a quantum chemistry calculation of a molecular structure, C26H23AsIN3PS4Tc at a distorted geometry, from the OMol25 dataset.

Element x y z (Å)
Tc: -0.391 -0.205 0.168
C: -1.187 -1.707 1.685
C: -2.179 -1.544 0.677
C: -2.680 -0.223 0.783
C: -2.078 0.387 1.928
C: -1.172 -0.512 2.478
H: -0.712 -2.633 1.969
H: -2.567 -2.319 0.033
H: -3.510 0.181 0.222
H: -2.338 1.350 2.338
H: -0.616 -0.378 3.393
S: 4.145 2.320 -0.276
As: 4.193 1.963 1.921
S: 1.699 -0.370 1.273
S: 2.004 1.353 2.344
S: 4.818 0.457 0.430
I: -1.229 5.968 0.220
C: -0.373 4.098 -0.046
C: 0.920 3.797 -0.431
N: 1.030 2.465 -0.453
N: -0.120 1.875 -0.107
C: -0.986 2.862 0.142
H: 1.740 4.447 -0.688
H: 1.861 1.930 -0.681
H: -2.007 2.677 0.424
N: 0.169 -0.666 -1.432
P: 0.888 -1.487 -2.675
C: 1.872 -2.760 -1.864
C: 1.183 -3.648 -1.034
C: 1.876 -4.648 -0.379
C: 3.254 -4.748 -0.538
C: 3.937 -3.867 -1.362
C: 3.248 -2.871 -2.039
C: -0.379 -2.214 -3.708
C: -1.656 -1.660 -3.758
C: -2.602 -2.225 -4.597
C: -2.274 -3.327 -5.375
C: -0.995 -3.868 -5.327
C: -0.038 -3.316 -4.491
C: 1.943 -0.394 -3.621
C: 1.809 -0.297 -5.002
C: 2.723 0.463 -5.716
C: 3.753 1.119 -5.057
C: 3.877 1.024 -3.675
C: 2.973 0.269 -2.950
H: 0.108 -3.553 -0.926
H: 1.352 -5.356 0.249
H: 3.793 -5.530 -0.019
H: 5.007 -3.960 -1.485
H: 3.775 -2.196 -2.700
H: -1.899 -0.798 -3.148
H: -3.598 -1.805 -4.649
H: -3.017 -3.769 -6.025
H: -0.743 -4.722 -5.940
H: 0.958 -3.740 -4.447
H: 1.010 -0.812 -5.522
H: 2.638 0.536 -6.792
H: 4.466 1.703 -5.623
H: 4.690 1.530 -3.169
H: 3.073 0.158 -1.874

Values from the calculation:
Calculated total energy, hartree: -5716.7248
Kohn-Sham gap, eV: 5.95
LUMO energy, eV: -7.4
Charge: +2
Energy relative to the best compared isomer or geometry (same formula, charge and spin), kcal/mol: 30.6
M, g mol⁻¹: 836.6

Mulliken atomic charge list, values in e, 2 entries:
1. Tc 1.0247
2. C -0.2363

=====

# 4
The following is a quantum chemistry calculation of a molecular structure, C26H23BF4N8O3Re at a distorted geometry, from the OMol25 dataset.

Element x y z (Å)
Re: -0.265 0.021 0.035
C: 4.547 1.532 0.694
C: 4.390 1.863 2.028
C: 3.114 2.084 2.522
C: 2.043 1.965 1.649
N: 2.181 1.601 0.372
C: 3.411 1.394 -0.094
C: 0.642 2.274 2.044
C: 0.359 3.117 3.104
C: -0.949 3.471 3.374
C: -1.956 3.030 2.531
C: -1.629 2.201 1.487
N: -0.355 1.769 1.286
C: -2.603 1.760 0.470
C: -3.892 2.211 0.360
C: -4.683 1.740 -0.683
C: -4.160 0.841 -1.597
C: -2.858 0.419 -1.437
N: -2.106 0.880 -0.422
H: 5.528 1.375 0.265
H: 5.251 1.948 2.680
H: 2.968 2.321 3.569
H: 3.496 1.114 -1.140
H: 1.168 3.525 3.691
H: -1.181 4.116 4.212
H: -2.981 3.337 2.683
H: -4.287 2.932 1.064
H: -5.706 2.083 -0.779
H: -4.746 0.459 -2.421
H: -2.404 -0.303 -2.103
O: 1.593 -0.875 -0.120
N: 2.079 -0.938 -1.338
N: 1.435 -0.269 -2.168
O: 0.367 0.483 -1.814
C: 1.833 -0.221 -3.569
C: 2.775 -1.121 -4.041
C: 3.137 -1.050 -5.373
C: 2.561 -0.103 -6.210
C: 1.615 0.780 -5.716
C: 1.239 0.726 -4.382
H: 3.199 -1.870 -3.387
H: 3.865 -1.749 -5.764
H: 2.850 -0.059 -7.252
H: 1.161 1.513 -6.369
H: 0.500 1.405 -3.982
C: -3.359 -3.580 2.456
N: -2.067 -2.860 2.571
C: -1.068 -3.369 3.330
C: 0.144 -2.786 3.417
C: 0.394 -1.659 2.603
N: -0.592 -1.132 1.833
C: -1.888 -1.678 1.866
O: -2.798 -1.135 1.281
N: 1.606 -1.100 2.614
H: -3.661 -3.930 3.439
H: -3.252 -4.423 1.776
H: -4.103 -2.899 2.068
H: -1.305 -4.276 3.874
H: 0.918 -3.192 4.050
H: 2.349 -1.578 3.095
H: 1.888 -0.437 1.911
F: -0.921 -4.044 -1.556
B: -1.225 -2.950 -2.259
F: -2.510 -2.555 -2.343
F: -0.352 -2.476 -3.165
F: -0.747 -1.671 -0.819

Values from the calculation:
Calculated total energy, hartree: -2170.6687
Kohn-Sham gap (alpha / beta), eV: 7.74 / 6.75
LUMO energy (alpha / beta), eV: -6.4 / -7.4
2S+1: 4
Charge: +2
Energy relative to the best compared isomer or geometry (same formula, charge and spin), kcal/mol: 4.8
M, g mol⁻¹: 768.5

Mulliken atomic charge list, values in e, 2 entries:
1. Re 2.1264
2. C -0.8935